1.
10 unconnected molecules or ions with the total composition C19H55O12, computed with the ωB97M-V functional and the def2-TZVPD basis.

CARTESIAN COORDINATES (ANGSTROEM)
1 O 0.472 -0.073 -0.931
2 C 0.520 0.631 0.245
3 O 0.590 1.869 0.274
4 O 0.473 -0.124 1.262
5 H 0.430 -0.923 -0.426
6 C -3.886 3.731 0.962
7 C -2.561 4.235 0.413
8 O -1.887 3.258 -0.349
9 H -4.458 4.583 1.348
10 H -3.830 2.982 1.749
11 H -4.469 3.358 0.116
12 H -1.957 4.618 1.244
13 H -2.785 5.119 -0.196
14 H -1.156 2.911 0.191
15 C 0.222 -1.935 5.303
16 C -0.535 -2.294 4.005
17 O -0.949 -1.006 3.517
18 H 0.525 -2.861 5.806
19 H -0.451 -1.447 6.009
20 H 1.028 -1.238 5.097
21 H -1.418 -2.934 4.071
22 H 0.071 -2.779 3.235
23 H -0.236 -0.715 2.917
24 C 4.664 -0.081 -2.517
25 C 3.466 -0.218 -1.579
26 O 3.929 -0.070 -0.233
27 H 4.291 0.034 -3.545
28 H 5.431 -0.844 -2.436
29 H 5.103 0.918 -2.403
30 H 3.101 -1.243 -1.644
31 H 2.692 0.478 -1.893
32 H 4.040 0.872 -0.063
33 C -0.613 -4.131 -0.611
34 C -1.562 -5.154 -0.006
35 O -1.088 -6.473 -0.331
36 H -0.463 -4.149 -1.688
37 H 0.383 -4.324 -0.196
38 H -0.949 -3.137 -0.314
39 H -2.500 -5.086 -0.567
40 H -1.698 -5.005 1.064
41 H -1.807 -7.104 -0.286
42 C -4.097 -0.862 -0.293
43 C -3.092 -0.504 0.757
44 O -3.469 -1.090 2.001
45 H -5.035 -0.343 -0.067
46 H -4.250 -1.895 -0.592
47 H -3.821 -0.352 -1.228
48 H -2.903 0.575 0.844
49 H -2.066 -0.781 0.472
50 H -2.659 -1.096 2.545
51 C 0.618 5.834 0.521
52 C 1.167 5.112 1.749
53 O 2.106 4.126 1.387
54 H -0.231 6.447 0.836
55 H 0.413 5.241 -0.372
56 H 1.407 6.467 0.089
57 H 0.303 4.713 2.297
58 H 1.622 5.895 2.356
59 H 1.671 3.470 0.815
60 C 0.345 2.788 -4.358
61 C 0.481 3.414 -2.971
62 O -0.579 4.292 -2.633
63 H 1.233 2.182 -4.564
64 H 0.483 3.581 -5.099
65 H -0.583 2.236 -4.473
66 H 1.424 3.981 -2.986
67 H 0.604 2.705 -2.146
68 H -1.082 3.874 -1.912
69 C -0.063 -2.097 -4.093
70 C -1.213 -1.754 -3.144
71 O -2.202 -2.792 -3.252
72 H 0.470 -2.960 -3.702
73 H 0.627 -1.248 -4.129
74 H -0.468 -2.169 -5.104
75 H -1.642 -0.783 -3.399
76 H -0.810 -1.728 -2.140
77 H -2.381 -2.870 -4.194
78 C 2.691 -3.820 2.756
79 C 3.028 -2.400 2.383
80 O 4.244 -2.030 3.039
81 H 3.363 -4.595 2.387
82 H 1.710 -4.060 2.332
83 H 2.567 -3.901 3.836
84 H 2.225 -1.734 2.722
85 H 3.182 -2.183 1.320
86 H 4.489 -1.135 2.794

Its HOMO-LUMO gap is 8.90 eV. Its total charge is -1. The value obtained for the HOMO energy is -6.329 eV.

---

2.
A molecular structure, C32H48B2KN10P2S2, computed with the ωB97M-V functional and the def2-TZVPD basis.

CARTESIAN COORDINATES (ANGSTROEM)
1 K -0.616 -1.111 0.587
2 C -3.457 -3.719 1.946
3 N -2.442 -3.903 2.963
4 C -1.891 -5.121 3.321
5 C -1.036 -4.863 4.327
6 N -1.071 -3.512 4.593
7 B -0.264 -2.895 5.776
8 N 0.544 -1.637 5.323
9 C 0.549 -0.468 6.053
10 C 1.392 0.399 5.463
11 N 1.897 -0.254 4.350
12 C 2.827 0.315 3.405
13 C 1.363 -1.506 4.258
14 S 1.666 -2.622 2.995
15 C -1.940 -2.911 3.752
16 S -2.352 -1.245 3.661
17 H -3.496 -4.621 1.338
18 H -3.198 -2.875 1.317
19 H -4.434 -3.525 2.389
20 H -2.130 -6.031 2.802
21 H -0.366 -5.512 4.860
22 H 0.495 -3.771 6.157
23 H -1.014 -2.521 6.664
24 H -0.075 -0.357 6.921
25 H 1.663 1.410 5.708
26 H 3.324 1.162 3.877
27 H 2.320 0.658 2.505
28 H 3.557 -0.435 3.108
29 B -1.353 -2.086 -2.704
30 N -2.712 -1.993 -1.914
31 C -3.911 -2.456 -2.311
32 C -4.869 -2.033 -1.408
33 C -4.135 -1.292 -0.470
34 N -2.841 -1.269 -0.774
35 N -0.357 -3.093 -2.038
36 C -0.140 -4.380 -2.369
37 C 0.828 -4.895 -1.531
38 C 1.158 -3.814 -0.695
39 N 0.445 -2.736 -1.005
40 H -1.612 -2.499 -3.816
41 H -0.851 -0.978 -2.714
42 H -3.994 -3.044 -3.210
43 H -5.928 -2.231 -1.425
44 H -4.479 -0.792 0.427
45 H -0.690 -4.831 -3.180
46 H 1.231 -5.895 -1.523
47 H 1.868 -3.770 0.121
48 C -2.733 1.667 -2.023
49 P -1.279 1.587 -0.898
50 C -0.051 2.407 -2.068
51 N -0.379 3.534 -2.642
52 C 0.477 4.070 -3.551
53 C 0.153 5.303 -4.174
54 C 0.998 5.839 -5.097
55 C 2.202 5.167 -5.450
56 C 2.527 3.981 -4.867
57 C 1.663 3.411 -3.895
58 N 2.000 2.233 -3.306
59 C 1.200 1.739 -2.400
60 P 1.653 0.141 -1.521
61 C 2.197 -0.842 -2.972
62 C 3.296 0.609 -0.753
63 C 3.047 1.837 0.125
64 C 4.431 0.905 -1.728
65 C 3.681 -0.597 0.116
66 C -1.668 2.920 0.352
67 C -0.373 3.226 1.109
68 C -2.275 4.207 -0.196
69 C -2.664 2.261 1.322
70 H -2.813 2.644 -2.502
71 H -3.639 1.445 -1.459
72 H -2.626 0.887 -2.778
73 H -0.773 5.788 -3.891
74 H 0.754 6.781 -5.571
75 H 2.861 5.606 -6.188
76 H 3.435 3.446 -5.116
77 H 2.815 -0.252 -3.649
78 H 1.318 -1.214 -3.497
79 H 2.754 -1.709 -2.612
80 H 2.873 2.733 -0.480
81 H 3.919 2.028 0.760
82 H 2.181 1.707 0.775
83 H 4.155 1.646 -2.481
84 H 4.750 -0.002 -2.246
85 H 5.295 1.285 -1.170
86 H 2.916 -0.875 0.846
87 H 4.599 -0.370 0.672
88 H 3.881 -1.479 -0.498
89 H 0.379 3.689 0.463
90 H 0.062 2.322 1.543
91 H -0.580 3.916 1.933
92 H -1.650 4.672 -0.961
93 H -2.407 4.917 0.629
94 H -3.261 4.023 -0.631
95 H -2.273 1.351 1.784
96 H -3.604 2.007 0.826
97 H -2.897 2.961 2.132

Its HOMO-LUMO gap is 5.94 eV. Its total charge is -1. The value obtained for the HOMO energy is -4.467 eV.